[1]
ORCA calculation (ωB97M-V/def2-TZVPD) on a 2-piece molecular cluster, C4H10N2O overall in a non-equilibrium geometry.

For the LUMO energy, the calculation gives -3.81 eV. The value obtained for the gap between HOMO and LUMO is 3.224 eV. Its highest occupied orbital energy is -7.037 eV.

Last column: Löwdin charge in e.
Positions of all 17 atoms, in Å:
O1 0.1879 -0.8742 1.5199  -0.02
C1 0.9537 -0.2917 0.7038  -0.31
N1 -1.7748 0.1793 -1.4869  0.10
C2 -2.1201 -0.7724 -0.4414  -0.43
N2 -2.8756 -0.1583 0.6997  0.04
C3 2.2854 0.1083 0.8652  -0.03
C4 3.0819 0.7968 -0.1982  -0.09
H1 -2.6963 0.3487 -1.9346  0.03
H2 -2.6919 -1.6349 -0.7627  0.11
H3 -1.2487 -1.1358 -0.0047  0.03
H4 -2.2739 0.6616 0.7137  0.05
H5 -3.8782 0.2084 0.4846  0.11
H6 0.5220 -0.0885 -0.3044  0.09
H7 2.7644 -0.1480 1.7629  0.09
H8 3.8691 0.1338 -0.5943  0.09
H9 2.3452 0.9008 -1.0240  0.08
H10 3.5500 1.7660 0.0012  0.08

=====

[2]
ORCA calculation (ωB97M-V/def2-TZVPD) on C6H14NbO2 as an isolated structure in a non-equilibrium geometry.

For the LUMO energy, the calculation gives 2.75 eV. The value obtained for the gap between HOMO and LUMO is 7.161 eV. As for the net charge: -1. Its highest occupied orbital energy is -4.412 eV.

Last column: Löwdin charge in e.
Positions of all 23 atoms, in Å:
C1 2.3301 -2.1199 0.1469  -0.17
C2 2.5857 -1.1705 -0.7509  -0.40
Nb1 1.9302 0.9515 -0.2373  0.97
C3 -0.0234 0.0427 0.5040  -0.45
C4 -1.1937 1.0711 0.6003  -0.33
C5 -2.5156 0.2660 0.8306  -0.13
C6 -3.0071 -0.4071 -0.4386  -0.54
O1 -3.4250 -1.5096 -0.4250  0.12
O2 -2.9525 0.2841 -1.6329  0.05
H1 1.3524 -2.2085 0.6284  0.02
H2 3.0862 -2.8545 0.4557  0.03
H3 3.1005 -1.4272 -1.6875  0.00
H4 1.2618 1.1217 -1.9578  -0.17
H5 1.2622 2.6016 0.1551  -0.17
H6 2.7191 0.8988 1.4385  -0.18
H7 3.5381 1.6396 -0.8471  -0.21
H8 -0.3129 -0.7194 -0.2504  0.03
H9 0.0604 -0.5097 1.4551  0.03
H10 -0.9973 1.7252 1.4580  0.08
H11 -1.2368 1.6767 -0.3104  0.07
H12 -2.2468 -0.5433 1.5155  0.11
H13 -3.2797 0.8999 1.3027  0.11
H14 -2.0358 0.2909 -1.9527  0.11

=====

What did the second record say?
ORCA calculation (ωB97M-V/def2-TZVPD) on C6H14NbO2 as an isolated structure in a non-equilibrium geometry.

For the LUMO energy, the calculation gives 2.75 eV. The value obtained for the gap between HOMO and LUMO is 7.161 eV. As for the net charge: -1. Its highest occupied orbital energy is -4.412 eV.

Last column: Löwdin charge in e.
Positions of all 23 atoms, in Å:
C1 2.3301 -2.1199 0.1469  -0.17
C2 2.5857 -1.1705 -0.7509  -0.40
Nb1 1.9302 0.9515 -0.2373  0.97
C3 -0.0234 0.0427 0.5040  -0.45
C4 -1.1937 1.0711 0.6003  -0.33
C5 -2.5156 0.2660 0.8306  -0.13
C6 -3.0071 -0.4071 -0.4386  -0.54
O1 -3.4250 -1.5096 -0.4250  0.12
O2 -2.9525 0.2841 -1.6329  0.05
H1 1.3524 -2.2085 0.6284  0.02
H2 3.0862 -2.8545 0.4557  0.03
H3 3.1005 -1.4272 -1.6875  0.00
H4 1.2618 1.1217 -1.9578  -0.17
H5 1.2622 2.6016 0.1551  -0.17
H6 2.7191 0.8988 1.4385  -0.18
H7 3.5381 1.6396 -0.8471  -0.21
H8 -0.3129 -0.7194 -0.2504  0.03
H9 0.0604 -0.5097 1.4551  0.03
H10 -0.9973 1.7252 1.4580  0.08
H11 -1.2368 1.6767 -0.3104  0.07
H12 -2.2468 -0.5433 1.5155  0.11
H13 -3.2797 0.8999 1.3027  0.11
H14 -2.0358 0.2909 -1.9527  0.11